Below is one molecule with the formula C20H21FN6O in a non-equilibrium geometry, with properties calculated with ωB97M-V/def2-TZVPD.

Geometry as XYZ:
```
49
C20H21FN6O | OMol25 | ωB97M-V/def2-TZVPD
O 0.43925 -3.35162 4.00405
F -4.25597 0.55943 -2.47543
N 5.19063 2.90242 -4.02227
N 1.76530 1.74252 -3.19000
N 3.50535 4.39824 -4.99359
C -0.62293 -2.74899 4.11246
C 4.76353 4.01386 -4.60823
C 0.38862 1.91264 -3.48935
C -2.03079 1.52181 -2.85677
C -2.43384 -0.11207 -1.21031
C -0.26726 0.66285 -1.59748
C 0.10789 2.92441 -4.48943
C -2.90148 0.69194 -2.17597
C -0.68466 1.43266 -2.62450
C -1.08558 -0.06593 -0.79272
C 4.12517 2.20326 -3.61605
C 1.17153 3.80047 -5.02293
C 2.79738 2.44288 -3.80871
C 2.56422 3.54729 -4.65369
N 4.68926 1.14636 -2.89810
N -1.03280 -2.64994 5.48699
N -1.52194 -1.66891 0.93829
C -0.00829 -2.90491 6.51249
C -2.37986 -2.23622 5.88546
C -0.52311 -0.87809 0.32131
C -2.08245 -1.29718 2.29478
C -1.29566 -3.08793 1.47716
C -1.60786 -2.56432 2.95949
H 5.58588 4.71274 -4.87543
H -2.60119 2.08024 -3.59515
H -3.11260 -0.70682 -0.55272
H 0.81594 0.67586 -1.31138
H -0.90796 3.22365 -4.80441
H 0.82701 4.70503 -5.49023
H 4.00170 0.59299 -2.40747
H 5.70276 1.26582 -2.61086
H 0.38159 -1.99614 6.88659
H 0.89724 -3.52209 6.32186
H -0.60954 -3.41404 7.25708
H -2.40459 -1.71945 6.78945
H -2.80926 -1.44423 5.16818
H -3.13718 -2.98448 5.96626
H 0.24756 -1.50701 -0.16069
H -0.16815 -0.27345 1.16916
H -1.43213 -0.38852 2.66608
H -3.18763 -1.23692 2.48285
H -0.37363 -3.60903 1.33953
H -2.01818 -3.70772 0.95578
H -2.47134 -3.08339 3.33862
```

Values from the calculation:
HOMO-LUMO gap = 7.55 eV
E_HOMO = -8.271 eV
energy relative to the best compared isomer or geometry (same formula, charge and spin) = 22.5 kcal/mol
structure (SMILES) = CN(C)C(=O)C1CN(Cc2cc(F)cc(-c3ccc4ncnc(N)c4n3)c2)C1


Below is a 3-piece molecular cluster, C13H28N2O11S overall, with properties calculated with ωB97M-V/def2-TZVPD.

Geometry as XYZ:
```
55
C13H28N2O11S | OMol25 | ωB97M-V/def2-TZVPD
N 1.52000 -0.84176 0.16002
C 0.06492 -0.73478 0.16524
C -0.52535 0.65041 -0.12739
C -0.03479 1.74631 0.82104
C -0.09437 3.17589 0.29150
O 1.26002 3.61780 0.00174
S 1.42469 4.95813 -0.88994
O 2.35873 5.80987 -0.20323
O 2.37717 4.30465 -2.08061
C 1.85205 3.30291 -2.89080
O 1.05159 3.91767 -3.90767
N -0.13055 3.18035 -4.11544
O -0.78808 3.68207 -4.93113
H 1.91984 -0.32779 -0.61866
H 1.92384 -0.44679 1.00067
H -0.30695 -1.11296 1.12355
H -0.31691 -1.42285 -0.59164
H -1.61683 0.57429 -0.07470
H -0.29600 0.91217 -1.16996
H -0.60067 1.70585 1.75587
H 1.00992 1.55465 1.08390
H -0.51076 3.85506 1.03850
H -0.70761 3.25594 -0.61369
H 1.23124 2.59795 -2.33327
H 2.69629 2.78915 -3.34829
C 2.76299 -3.65756 -2.21181
C 1.45921 -3.53981 -2.96636
O 1.10206 -2.15829 -3.17450
C 1.70567 -1.54859 -4.18454
O 2.45314 -2.04279 -4.98697
O 1.35351 -0.25736 -4.15394
C 1.90030 0.53356 -5.21429
H 2.70783 -3.09822 -1.27755
H 2.95939 -4.70558 -1.98174
H 3.59066 -3.27551 -2.80819
H 0.62857 -3.94191 -2.38970
H 1.50206 -4.04445 -3.93106
H 1.65084 0.11118 -6.18489
H 2.98366 0.60294 -5.12171
H 1.43785 1.50553 -5.08103
C -1.65479 -1.18688 7.02094
C -1.56842 -0.46578 5.69509
O -2.01438 -1.29998 4.60658
C -3.33564 -1.39097 4.46493
O -4.16417 -0.82791 5.13253
O -3.58780 -2.20835 3.44293
C -4.97952 -2.43734 3.19271
H -1.10155 -2.12546 6.98057
H -1.22203 -0.56449 7.80486
H -2.69126 -1.39630 7.28033
H -0.53780 -0.22780 5.43923
H -2.15478 0.45241 5.69982
H -5.51084 -1.49376 3.08949
H -5.41932 -3.01235 4.00595
H -5.01689 -3.00237 2.26668
```

Values from the calculation:
HOMO-LUMO gap = 9.36 eV
E_HOMO = -9.553 eV
energy relative to the best compared isomer or geometry (same formula, charge and spin) = 48.6 kcal/mol


Below is one molecule with the formula C4H6O2 in a non-equilibrium geometry, with properties calculated with ωB97M-V/def2-TZVPD.

Geometry as XYZ:
```
12
C4H6O2 | OMol25 | ωB97M-V/def2-TZVPD
O -1.69081 -0.89173 0.51403
C -1.42131 -0.02864 -0.38996
C 0.02722 0.52333 -0.35630
C 0.57071 0.32148 0.93792
C 1.19339 -0.66284 -0.20366
O 2.21014 -0.26987 -0.72615
H -1.90701 0.98166 -0.29787
H 0.41045 1.41821 -0.81203
H -1.73285 -0.30950 -1.42336
H 0.02783 -0.30338 1.62678
H 1.34897 0.94749 1.34675
H 0.96327 -1.72621 -0.21615
```

Values from the calculation:
HOMO-LUMO gap = 6.21 eV
E_HOMO = -8.525 eV
energy relative to the best compared isomer or geometry (same formula, charge and spin) = 134.7 kcal/mol


Below is a 2-piece molecular cluster, C4H5N3O overall in a non-equilibrium geometry, with properties calculated with ωB97M-V/def2-TZVPD.

Geometry as XYZ:
```
13
C4H5N3O | OMol25 | ωB97M-V/def2-TZVPD
C 0.77480 1.57649 0.63713
C 1.80423 1.61485 -0.29036
C 0.50014 -0.08050 -0.65789
C 0.08925 -1.14127 -1.43880
N 0.01373 0.50300 0.41854
N -1.93712 -1.41269 1.18093
N 0.03456 -2.03007 -2.18981
O 1.57348 0.62558 -1.17362
H 0.56540 2.24931 1.53468
H 2.68097 2.15833 -0.33542
H -2.86307 -1.10654 0.91425
H -1.30819 -0.70421 0.78226
H -1.92816 -2.25228 0.61811
```

Values from the calculation:
HOMO-LUMO gap = 9.37 eV
E_HOMO = -9.768 eV
energy relative to the best compared isomer or geometry (same formula, charge and spin) = 60.0 kcal/mol
structure (SMILES) = N#Cc1ncco1.N